Record 1
18
Properties=species:S:1:pos:R:3:forces:R:3 method="wB97M-V/def2-TZVPD" gap_ev=9.65 e_above_lowest_kcal_mol=46.9 smiles=OCNCCCS energy_ev=-18697.8839 spin_multiplicity=1 molar_mass_g_mol=121.2 max_force_ev_per_a=2.6
C 0.9566 0.1839 1.1741 0.7 -0.4 -1.0
N 0.0934 1.0970 0.3884 0.1 -1.8 1.9
C 0.6316 2.3481 -0.0212 1.0 1.4 -0.2
O -0.4058 3.1593 -0.5893 0.2 -1.5 0.6
C 1.1720 -1.1671 0.4353 0.5 0.9 -1.1
C -0.0546 -2.0626 0.4675 1.3 -1.5 -0.5
S -1.2497 -1.8137 -0.8701 -0.4 0.6 -0.9
H 0.6047 -0.1699 2.1479 -0.5 0.8 0.2
H 1.9266 0.6467 1.3348 0.1 0.1 0.1
H -0.3450 0.4203 -0.2192 -0.3 1.2 -1.2
H 1.0494 2.8717 0.8528 -0.4 -0.3 0.3
H 1.5170 2.3758 -0.6830 -0.5 -0.5 -0.6
H -1.1328 2.6184 -0.2308 -0.5 0.9 -0.4
H 1.4342 -1.0524 -0.6532 -0.1 0.3 0.9
H 2.0642 -1.6318 0.8608 -0.3 -0.3 0.3
H 0.2602 -3.0996 0.3092 0.2 0.1 0.2
H -0.4968 -2.0910 1.4594 -0.7 0.4 -0.2
H -0.4512 -1.7976 -2.0244 -0.4 -0.1 1.5

Record 2
86
Properties=species:S:1:pos:R:3:forces:R:3 method="wB97M-V/def2-TZVPD" gap_ev=8.86 charge=+1 e_above_lowest_kcal_mol=0.0 energy_ev=-183588.6800 spin_multiplicity=1 molar_mass_g_mol=855.2 max_force_ev_per_a=2.6
C 3.2752 -6.0700 2.6604 0.0 0.3 0.3
C 3.4629 -5.1219 1.9492 0.0 0.8 0.3
C 3.7380 -3.8585 1.2121 0.3 -1.6 -0.5
C 3.5578 -4.1123 -0.3154 -0.6 0.4 0.1
C 2.2720 -3.5014 -0.9162 0.1 -0.1 -0.5
C 2.0782 -2.0521 -0.5883 0.5 0.7 0.3
C 3.0094 -1.0425 -0.4908 -0.6 -1.2 -0.2
N 2.3474 0.1196 -0.1904 0.4 0.2 0.0
C 3.0199 1.4167 0.0138 0.5 0.4 0.2
C 4.5336 1.3165 0.1123 -0.3 0.9 -0.1
O 4.8894 0.7980 1.3936 0.3 -0.5 -0.6
C 6.2249 1.0232 1.6826 0.8 -0.6 0.8
C 7.0045 -0.2298 2.0731 -1.0 0.5 -0.1
O 6.7224 2.1043 1.6573 -0.3 0.3 -0.4
C 1.0345 -0.1201 -0.1186 -0.7 -0.3 0.3
P -0.3453 1.0593 0.1937 -0.6 2.5 -0.1
O -1.6466 0.2815 0.7134 0.9 -0.3 -0.8
O -0.7144 1.6227 -1.2954 0.2 -1.7 0.9
S 0.1129 2.5427 1.2901 0.4 -0.6 0.2
N 0.8731 -1.4335 -0.3305 0.4 -1.1 -0.5
N -0.3459 -2.1133 -0.2968 -0.6 0.3 0.4
C -0.5139 -2.8862 0.9527 0.0 -0.3 1.0
C -0.2522 -2.0915 2.2399 0.0 -0.6 0.0
H 3.1536 -6.7567 3.4701 -0.1 -0.2 -0.4
H 4.7967 -3.6327 1.3795 -0.2 0.3 0.2
H 3.0992 -3.0659 1.6078 0.2 0.0 -0.1
H 4.4047 -3.7699 -0.9271 -0.5 -0.1 1.0
H 3.4787 -5.1926 -0.4666 0.2 0.2 -0.2
H 2.3743 -3.5610 -2.0117 -0.1 -0.1 0.2
H 1.3962 -4.1183 -0.6915 0.1 0.3 0.2
H 4.0714 -1.1735 -0.6231 -0.1 0.5 0.1
H 2.7378 2.0960 -0.7949 0.0 -0.2 0.0
H 2.6748 1.8677 0.9473 -0.2 -0.2 -0.2
H 5.0057 0.7511 -0.7013 -0.1 -0.1 0.2
H 4.9066 2.3451 0.0237 -0.1 -0.2 0.0
H 6.7309 -1.0331 1.3835 0.3 0.0 0.1
H 6.6941 -0.5386 3.0775 0.1 0.0 -0.1
H 8.0596 0.0312 2.0495 -0.1 -0.2 0.0
H -1.8596 -0.4949 0.1640 0.0 -0.1 0.2
H -1.3656 1.0020 -1.6636 -0.1 0.5 -0.5
H -0.3999 -2.7404 -1.1020 0.2 0.3 0.2
H -1.5357 -3.2806 0.9863 0.1 0.3 -0.4
H 0.1325 -3.7764 0.9980 0.0 0.2 -0.3
H -0.9408 -1.2633 2.4053 0.3 0.1 -0.2
H 0.8017 -1.7960 2.3029 -0.2 0.3 0.0
H -0.4043 -2.7884 3.0733 0.0 0.1 -0.2
Cl -3.1916 3.1468 0.3282 -0.2 0.0 0.0
C -3.4195 4.6787 -0.5567 0.0 0.2 0.0
C -4.3448 4.5188 -1.7314 0.1 0.2 -0.3
Cl -3.6126 3.5125 -3.0202 0.0 -0.1 0.0
H -2.4392 5.0356 -0.8662 0.0 -0.1 0.0
H -3.8378 5.3927 0.1473 -0.1 0.0 0.0
H -4.5623 5.5024 -2.1682 0.5 -1.0 0.2
H -5.2879 4.0604 -1.4432 0.0 -0.1 0.0
Cl -5.5704 7.1644 1.4859 0.1 -0.1 0.0
C -5.6670 8.6041 0.4395 0.0 0.1 0.0
C -6.4893 8.3562 -0.7979 -0.2 0.2 -0.1
Cl -5.7017 7.2282 -1.9469 -0.5 0.9 0.3
H -4.6532 8.9111 0.1934 0.0 -0.1 0.0
H -6.1296 9.3910 1.0327 -0.1 0.0 0.0
H -6.6336 9.2935 -1.3328 0.1 0.0 0.0
H -7.4663 7.9490 -0.5494 0.1 -0.1 0.0
Cl -8.4958 6.8783 6.4025 0.0 0.0 0.0
C -8.7255 5.6688 5.1154 0.0 -0.1 0.0
C -8.1348 6.1169 3.8023 0.1 -0.1 0.0
Cl -9.0302 7.4855 3.0950 0.0 0.1 0.0
H -9.7911 5.4711 5.0261 0.0 0.1 0.0
H -8.2325 4.7557 5.4460 0.1 0.0 0.0
H -8.1805 5.3017 3.0812 -0.1 0.0 0.0
H -7.0960 6.4171 3.9140 0.0 0.1 0.0
Cl 5.5834 -3.8790 -2.7077 0.4 0.0 -0.6
C 6.6127 -4.9347 -3.7205 0.2 0.0 -0.3
C 5.9262 -6.2357 -4.0466 0.0 0.0 -0.1
Cl 5.7321 -7.2667 -2.6074 -0.1 0.0 0.0
H 7.5485 -5.0957 -3.1916 -0.1 0.0 0.1
H 6.8271 -4.3882 -4.6375 -0.1 0.0 0.0
H 6.5254 -6.7949 -4.7633 0.1 0.0 0.0
H 4.9416 -6.0700 -4.4775 0.0 0.0 0.1
Cl -1.6979 -3.2866 -2.7503 -0.2 0.0 -0.3
C -1.9041 -4.8850 -3.5216 0.0 -0.3 -0.2
C -2.0930 -5.9740 -2.4978 -0.1 0.0 0.0
Cl -0.6078 -6.2616 -1.5516 0.0 0.1 0.1
H -1.0357 -5.0694 -4.1487 0.1 0.1 0.1
H -2.7812 -4.8183 -4.1627 0.0 0.1 0.1
H -2.3404 -6.9085 -2.9980 0.1 0.0 0.0
H -2.8939 -5.7346 -1.8025 0.1 0.0 0.0

Record 3
36
Properties=species:S:1:pos:R:3:forces:R:3 method="wB97M-V/def2-TZVPD" gap_ev=9.06 e_above_lowest_kcal_mol=7.3 smiles="Cc1cc(Cl)ccc1OCC(=O)NNC(=O)c1cccnc1" energy_ev=-38917.1846 spin_multiplicity=1 molar_mass_g_mol=319.7 max_force_ev_per_a=0.8
C 0.2557 3.8463 -0.1158 -0.1 0.0 0.0
C 0.8883 2.5882 -0.6291 -0.2 0.0 -0.2
C 2.0084 2.0812 0.0192 0.1 -0.2 -0.1
C 2.6555 0.9491 -0.4428 -0.2 0.1 -0.1
C 2.2258 0.3094 -1.5930 0.0 0.1 0.1
C 1.1034 0.7915 -2.2347 -0.1 0.3 0.0
C 0.4138 1.9013 -1.7517 0.4 -0.2 0.0
O -0.7236 2.2555 -2.4614 0.3 0.0 0.0
C -1.9287 2.3992 -1.7304 -0.2 0.2 0.1
C -2.0178 1.4173 -0.5680 0.0 -0.1 -0.2
O -2.3207 1.7269 0.5678 0.0 0.1 0.2
N -1.7384 0.1451 -0.9191 0.1 -0.7 -0.3
N -1.5261 -0.8210 0.0612 -0.2 0.6 0.2
C -0.6798 -1.8495 -0.2111 -0.3 0.3 0.0
O -0.2563 -2.0261 -1.3383 0.1 -0.1 -0.2
C -0.3918 -2.7442 0.9352 0.2 -0.3 0.3
C -0.3109 -2.3053 2.2546 0.0 -0.2 -0.2
C -0.0086 -3.2263 3.2431 0.0 0.0 -0.1
C 0.2078 -4.5468 2.8741 0.0 0.2 0.3
N 0.1468 -4.9699 1.6230 0.1 -0.5 -0.1
C -0.1390 -4.0943 0.6817 -0.1 0.5 -0.3
H -0.1768 -4.4670 -0.3328 0.0 0.1 -0.1
H 0.4503 -5.3010 3.6109 0.0 0.0 0.1
H 0.0676 -2.9243 4.2758 0.0 0.0 0.1
H -0.4493 -1.2637 2.5088 0.0 0.1 0.0
H -1.8166 -0.5217 0.9829 0.0 -0.1 -0.2
H -1.3284 -0.1235 -1.8093 -0.1 0.1 0.2
H -2.7320 2.1988 -2.4470 0.1 0.0 0.1
H -2.0579 3.4131 -1.3372 0.0 -0.2 0.0
H 0.7385 0.3025 -3.1246 -0.1 -0.1 -0.1
H 2.7378 -0.5620 -1.9658 0.1 -0.1 0.0
Cl 4.0226 0.3378 0.4217 0.2 -0.1 0.1
H 2.3820 2.5852 0.8974 0.1 0.1 0.1
H -0.0400 4.4890 -0.9425 0.0 0.1 0.0
H 0.9621 4.3879 0.5081 0.0 0.1 0.0
H -0.6232 3.6213 0.4890 -0.1 0.1 0.0

Record 4
14
Properties=species:S:1:pos:R:3:forces:R:3 method="wB97M-V/def2-TZVPD" gap_ev=8.65 e_above_lowest_kcal_mol=130.4 energy_ev=-12430.5186 spin_multiplicity=1 molar_mass_g_mol=118.1 max_force_ev_per_a=5.1
C -0.3466 0.5720 -0.4214 -2.4 0.6 4.5
C -0.0578 -1.0147 -0.1319 2.2 -1.1 -4.2
C -0.7607 0.1463 1.0623 -1.0 4.6 -1.2
C 0.7979 -0.6837 -1.5677 0.9 -4.2 0.7
O 0.3011 0.4874 1.9148 -0.3 -0.5 -0.1
O 0.5766 1.5874 -0.4882 0.5 -0.2 0.1
O -1.9188 0.1708 1.4761 0.8 -1.4 -0.2
O 0.5736 -1.3212 -2.5628 -0.4 1.5 0.6
H -0.1296 0.6759 2.7655 0.1 -0.2 -0.2
H 0.5426 2.0522 0.3715 0.2 -0.4 -0.4
H -1.2487 0.7096 -1.0085 0.2 -0.4 -0.2
H -0.7967 -1.6962 -0.5402 -0.3 0.4 0.3
H 0.7097 -1.4854 0.4719 0.0 0.7 0.4
H 1.7574 -0.2003 -1.3412 -0.5 0.7 -0.3

Record 5
9
Properties=species:S:1:pos:R:3:forces:R:3 method="wB97M-V/def2-TZVPD" gap_ev=9.04 e_above_lowest_kcal_mol=83.3 smiles="N#S(F)(F)N=C=C(F)F" energy_ev=-26753.3496 spin_multiplicity=1 molar_mass_g_mol=160.1 max_force_ev_per_a=3.2
C 0.6328 0.1257 -0.7400 0.6 -0.2 0.3
C 1.6788 0.0411 0.0400 1.5 -1.4 -0.6
N -0.5097 0.1451 -1.1234 -2.5 -0.3 -0.2
N -0.8952 -0.2712 1.6233 -0.7 -0.2 0.0
F 2.4226 1.1076 0.2126 0.3 -0.6 0.8
F 2.2467 -1.1745 0.2828 -0.5 2.2 -0.1
F -2.7447 -1.0034 -0.3094 2.0 0.1 0.9
F -2.6172 1.1557 0.0735 1.7 -0.6 0.7
S -1.5549 -0.0753 0.3785 -2.4 1.0 -1.7

Record 6
12
Properties=species:S:1:pos:R:3:forces:R:3 method="wB97M-V/def2-TZVPD" gap_ev=8.76 e_above_lowest_kcal_mol=48.5 energy_ev=-8697.7103 spin_multiplicity=1 molar_mass_g_mol=95.1 max_force_ev_per_a=2.4
C -0.0768 -0.0866 0.9856 0.4 -0.3 -0.3
N 0.4919 1.1224 1.3667 0.5 0.3 -0.1
C -0.0202 -0.5745 -0.2664 -0.7 -1.1 1.1
C -0.0164 0.1963 -2.3717 1.0 0.1 0.4
N 0.6529 0.0740 -1.2747 -0.8 0.9 -2.1
C -0.7446 -0.8209 2.0184 -0.8 -1.0 1.0
N -1.2735 -1.4256 2.8568 0.7 0.8 -1.0
H 0.9234 1.0850 2.2871 -0.1 0.1 -0.3
H 1.1478 1.4304 0.6452 -0.2 0.1 0.4
H -0.4796 -1.5344 -0.5035 -0.1 0.3 0.2
H 0.4466 0.6994 -3.2357 -0.1 -0.3 0.5
H -1.0514 -0.1656 -2.5078 0.4 0.0 0.2

Record 7
12
Properties=species:S:1:pos:R:3:forces:R:3 method="wB97M-V/def2-TZVPD" gap_ev=9.68 e_above_lowest_kcal_mol=48.3 energy_ev=-26218.8837 spin_multiplicity=1 molar_mass_g_mol=232.0 max_force_ev_per_a=8.4
C -0.0131 -1.3756 0.1229 0.5 6.7 -2.4
C 0.2309 1.4806 -0.1505 -0.2 -8.2 -1.9
C 1.0337 0.0180 0.1231 -1.5 -0.1 2.3
O -2.3160 0.0456 -0.8540 0.7 -0.2 -1.7
O -1.9325 0.3093 1.4409 1.3 -0.1 0.9
S -1.3157 0.1120 0.1582 -1.1 1.1 1.1
I -0.1122 -2.3241 -1.7416 0.1 -0.1 0.3
H 0.1591 -1.9762 0.9545 -0.3 -0.9 1.4
H 0.4333 1.5693 -1.2057 -0.9 0.7 -0.4
H 1.3889 0.0799 1.1464 -0.1 -0.2 0.3
H 1.8843 -0.2057 -0.4198 1.5 -0.1 -1.7
H 0.5593 2.2667 0.4255 -0.1 1.5 1.8